DFT (ωB97M-V/def2-TZVPD) results for C4H4N2 in the gas phase.

The LUMO energy is 0.5 eV. For the gap between HOMO and LUMO, the calculation gives 9.839 eV.

Geometry as ORCA input:
```
! wB97M-V def2-TZVPD RIJCOSX def2/J DEFGRID3
* xyz 0 1
C -0.761 0.745 -0.102
C -0.678 -0.348 0.753
C 0.497 -1.109 0.708
N 1.474 -0.876 -0.187
N 1.329 0.079 -1.094
C 0.258 0.890 -1.053
H -1.598 1.436 0.015
H -1.528 -0.565 1.404
H 0.717 -1.935 1.393
H 0.259 1.657 -1.837
*
```